Molecular formula: C8H12
Method: DFT, ωB97M-V with the def2-TZVPD basis set

Structure (XYZ):
```
20
Properties=species:S:1:pos:R:3:nbo_charge:R:1
C -0.870 0.034 0.111 0.067
C -0.022 -0.707 -0.845 -0.126
C -2.159 0.124 -0.205 -0.421
C 0.941 1.482 -1.594 -0.394
C 0.964 0.089 -1.457 -0.225
C 0.070 -2.123 -1.014 -0.407
C -0.014 0.745 1.221 -0.439
C 0.454 -0.193 2.392 -0.604
H 0.875 1.147 0.762 0.216
H -0.534 -0.447 2.814 0.219
H 0.059 2.010 -1.891 0.200
H 0.933 -0.949 1.884 0.205
H -0.067 -2.850 -0.146 0.215
H 1.884 2.130 -1.717 0.202
H 0.361 -2.407 -2.076 0.197
H -2.390 1.100 -0.660 0.209
H -0.547 1.636 1.612 0.202
H -2.987 -0.632 -0.107 0.230
H 1.325 0.289 3.017 0.225
H 1.724 -0.478 -2.102 0.228
```

Values from the calculation:
Spin multiplicity   1
Frontier orbital gap   7.142 eV
Structure (SMILES)   C=CC(=C)C(=C)CC
E   -8483.051 eV
Energy relative to the best compared isomer or geometry (same formula, charge and spin)   630.2 kJ/mol